Entry from the OMol25 dataset: a structure of composition C22H27CoF6N10O2PS (ωB97M-V/def2-TZVPD).

Last column: Löwdin spin population.
Element x y z (Å)
Co -0.1021 0.0365 -0.0340  3.180
N 0.2164 -3.5044 2.1977  0.005
C 0.8159 -2.3840 1.8288  0.015
N 0.1117 -1.8333 0.8474  0.094
C -0.9418 -2.6869 0.6910  0.006
N -0.9083 -3.7174 1.4879  0.006
C -1.9835 -2.3466 -0.2658  0.006
C -3.0302 -3.1900 -0.6001  0.004
N -3.9625 -2.8168 -1.4675  -0.001
C -3.8459 -1.6017 -1.9823  0.004
C -2.8021 -0.7441 -1.6488  0.007
N -1.8591 -1.1228 -0.7930  0.077
H 0.4898 -4.1602 2.9149  0.001
H 1.7246 -2.0124 2.2714  0.000
H -3.1089 -4.1741 -0.1553  0.001
H -4.6079 -1.2820 -2.6819  0.001
H -2.7511 0.2556 -2.0492  0.001
C 5.5476 -0.9468 -3.5237  0.013
C 5.3592 0.3230 -2.7036  0.015
N 4.6618 0.0320 -1.4353  0.158
C 5.5223 -0.1709 -0.2628  0.018
C 5.8099 1.1367 0.4603  0.015
C 3.3317 0.0025 -1.4196  0.050
S 2.5749 -0.2244 0.1422  0.779
N 2.6804 0.2018 -2.5478  0.006
C 1.3646 0.1286 -2.6949  0.010
O 0.5251 -0.2675 -1.7946  0.198
C 0.8338 0.4709 -4.0117  0.010
C 1.6965 0.5637 -5.1114  0.001
C 1.1918 0.8923 -6.3540  0.002
C -0.1662 1.1497 -6.5059  0.000
C -1.0255 1.0725 -5.4164  0.000
C -0.5295 0.7244 -4.1754  0.000
H 6.0951 -0.7020 -4.4326  0.001
H 4.5854 -1.3737 -3.8026  0.000
H 6.1227 -1.6924 -2.9748  0.000
H 4.7705 1.0568 -3.2485  0.004
H 6.3173 0.7633 -2.4328  0.001
H 6.4412 -0.6151 -0.6433  0.002
H 5.0547 -0.8952 0.4010  0.007
H 6.2682 1.8680 -0.2047  0.000
H 6.4980 0.9520 1.2838  0.000
H 4.8898 1.5634 0.8651  0.006
H 2.7501 0.3632 -4.9845  0.000
H 1.8525 0.9513 -7.2075  0.000
H -0.5555 1.4166 -7.4793  0.000
H -2.0773 1.2911 -5.5382  0.000
H -1.1819 0.6852 -3.3186  0.000
C 1.3114 3.7431 3.8514  0.002
N 0.7685 2.5401 3.2390  0.010
C -0.2363 1.6969 3.8616  0.005
C -0.5141 0.6838 2.7687  0.009
O -1.3251 -0.2026 2.7802  0.014
N 0.3489 0.9672 1.6995  0.133
C 1.0274 2.0977 2.0213  0.017
N 1.9172 2.6597 1.1961  0.032
H 0.6280 4.0663 4.6322  0.000
H 1.3712 4.5487 3.1197  0.000
H 2.2915 3.5593 4.2910  0.000
H -1.1406 2.2589 4.1012  0.000
H 0.1316 1.2054 4.7639  0.000
H 1.7195 2.5537 0.2096  0.001
H 2.2926 3.5598 1.4537  0.000
F -0.1181 2.0919 -0.7521  0.039
P -1.6654 2.8224 -0.3761  0.001
F -1.9388 1.2949 0.3020  0.030
F -1.1777 4.1517 -1.0470  0.001
F -2.1777 2.2364 -1.7678  0.000
F -3.0868 3.3023 0.0436  0.002
F -1.0277 3.2563 1.0335  0.001

Output
* total energy: -4273.79694 Eh
* orbital gap (alpha / beta): 8.2161 / 4.6058 eV
* M: 699.5 u
* LUMO (alpha / beta): -6.16 / -9.68 eV
* <S²>: 8.779
* multiplicity: 6
* charge: +2
* HOMO (alpha / beta): -14.38 / -14.29 eV